Record 1
DFT (the ωB97M-V functional and the def2-TZVPD basis) results for C25H45NP2RuS as an isolated structure in a non-equilibrium geometry.

Each line ends with the Mulliken charge.
Element x y z (Å)
Ru1 0.253 -0.161 -0.061  0.31
C1 -1.914 1.689 -0.287  -0.10
C2 -2.589 0.816 -1.172  1.21
C3 -1.752 -0.518 0.538  0.99
C4 -1.394 0.907 0.827  1.18
C5 -2.533 -0.494 -0.688  0.96
C6 -1.906 3.169 -0.397  -2.04
H1 -1.602 3.493 -1.404  0.26
H2 -1.223 3.611 0.333  0.31
H3 -2.912 3.572 -0.216  0.45
C7 -1.407 1.438 2.226  -1.43
H4 -0.965 2.440 2.267  0.41
H5 -0.854 0.776 2.898  0.10
H6 -2.452 1.504 2.580  0.34
C8 -2.063 -1.517 1.603  -1.43
H7 -3.129 -1.464 1.877  0.39
H8 -1.471 -1.355 2.503  0.26
H9 -1.860 -2.534 1.250  0.19
C9 -3.330 -1.627 -1.200  -1.93
H10 -4.363 -1.304 -1.389  0.50
H11 -3.352 -2.457 -0.483  0.38
H12 -2.927 -2.003 -2.149  0.11
C10 -3.431 1.244 -2.321  -2.05
H13 -4.452 1.498 -1.990  0.40
H14 -3.526 0.436 -3.056  0.50
H15 -3.024 2.138 -2.820  0.44
C11 1.557 0.338 -2.444  0.86
C12 0.424 1.042 -2.615  0.47
C13 -0.204 1.285 -3.956  -1.68
C14 -1.055 0.113 -4.513  -1.38
C15 -0.833 -1.208 -3.828  -0.45
C16 0.350 -1.848 -3.817  -0.62
C17 1.615 -1.321 -4.428  -1.03
C18 2.339 -0.219 -3.599  -2.07
H16 0.560 1.537 -4.709  0.54
H17 -0.863 0.040 -5.599  0.59
H18 -0.859 2.170 -3.882  0.36
H19 2.614 0.594 -4.301  0.62
H20 2.024 0.201 -1.443  -0.07
H21 -0.086 1.529 -1.754  0.24
H22 3.290 -0.629 -3.231  0.45
H23 2.308 -2.172 -4.542  0.43
H24 0.386 -2.920 -3.586  0.72
H25 1.442 -0.930 -5.449  0.32
H26 -2.122 0.369 -4.416  0.28
H27 -1.757 -1.756 -3.606  1.02
P1 1.889 2.034 0.448  1.38
C19 1.682 2.802 2.070  -1.30
H28 2.555 3.432 2.256  0.50
H29 1.601 2.042 2.857  0.32
H30 0.783 3.424 2.069  0.32
C20 3.626 1.506 0.343  -1.24
H31 4.240 2.410 0.376  0.52
H32 3.812 0.984 -0.599  0.24
H33 3.895 0.846 1.173  0.37
C21 1.776 3.390 -0.742  -1.34
H34 1.832 3.005 -1.764  0.22
H35 2.619 4.061 -0.553  0.58
H36 0.831 3.928 -0.620  0.32
P2 0.962 -2.423 -0.073  1.35
C22 -0.296 -3.244 -1.080  -1.22
H37 0.179 -4.047 -1.653  0.58
H38 -0.738 -2.524 -1.778  -0.42
H39 -1.088 -3.654 -0.444  0.37
C23 2.578 -2.452 -0.895  -1.05
H40 2.513 -1.990 -1.884  0.02
H41 2.903 -3.491 -0.994  0.58
H42 3.313 -1.905 -0.288  0.21
C24 1.176 -3.545 1.345  -1.46
H43 1.164 -4.572 0.958  0.53
H44 0.363 -3.419 2.069  0.36
H45 2.131 -3.352 1.845  0.43
S1 1.720 -0.564 2.049  -0.08
C25 0.801 -0.947 3.387  0.17
N1 0.225 -1.248 4.384  -0.58

- HOMO level (spin up / spin down): -9.73 / -10.92 eV
- Kohn-Sham gap (spin up / spin down): 0.2891 / 0.2287 Eh
- LUMO (spin up / spin down): -1.87 / -4.70 eV
- Calculated total energy: -60130.196 eV
- 2S+1: 6
- Charge: +1
- Energy above the lowest of the compared OMol25 structures with the same formula, charge and spin: 89.9 kJ/mol
- ⟨S²⟩: 8.79

=====

Record 2
DFT (the ωB97M-V functional and the def2-TZVPD basis) results for C40H18BF25GeN4OPtS2 as an isolated structure in a non-equilibrium geometry.

Each line ends with the Mulliken charge.
Element x y z (Å)
Pt1 0.794 -0.287 0.833  2.00
S1 7.551 1.227 -2.003  0.14
N1 6.912 1.667 -0.591  -0.68
C1 5.716 1.109 -0.521  0.80
C2 4.790 1.226 0.590  0.64
C3 5.032 1.960 1.758  -0.84
C4 4.067 2.003 2.733  -1.15
C5 2.877 1.295 2.555  -0.20
N2 2.665 0.583 1.464  -0.14
C6 3.580 0.559 0.476  -0.38
C7 3.221 -0.178 -0.729  -0.14
N3 1.983 -0.713 -0.776  0.11
C8 1.627 -1.491 -1.790  -0.13
C9 2.485 -1.719 -2.861  -1.40
C10 3.726 -1.126 -2.871  -0.74
C11 4.113 -0.342 -1.781  0.45
C12 5.392 0.333 -1.667  0.83
N4 6.350 0.317 -2.578  -0.69
H1 5.967 2.494 1.863  0.55
H2 4.201 2.581 3.635  0.53
H3 2.074 1.325 3.277  0.36
H4 0.626 -1.897 -1.748  0.80
H5 2.149 -2.339 -3.679  0.53
H6 4.411 -1.258 -3.698  0.55
F1 -1.060 2.828 1.500  -0.36
B1 0.217 3.121 1.085  0.01
F2 1.099 3.366 2.123  -0.24
F3 0.257 4.107 0.118  -0.32
F4 0.727 1.878 0.376  0.39
C13 -0.224 -5.197 2.600  -1.72
C14 0.352 -4.854 1.220  1.92
C15 1.716 -5.531 1.045  -1.66
C16 -0.612 -5.328 0.124  -1.60
C17 0.518 -3.394 1.116  -0.55
C18 0.645 -2.202 1.024  -0.27
H7 -0.361 -6.277 2.684  0.45
H8 -1.192 -4.718 2.748  0.32
H9 0.448 -4.870 3.394  0.34
H10 1.604 -6.615 1.115  0.42
H11 2.413 -5.203 1.817  0.34
H12 2.146 -5.292 0.070  0.32
H13 -0.747 -6.409 0.190  0.44
H14 -0.220 -5.089 -0.866  0.30
H15 -1.585 -4.847 0.230  0.32
F5 -4.354 -0.285 -0.232  -0.53
C19 -4.339 0.982 0.220  -0.14
C20 -3.356 1.852 -0.224  0.95
C21 -3.400 3.144 0.267  -0.18
F6 -2.503 4.056 -0.109  -0.36
C22 -4.375 3.551 1.164  0.19
F7 -4.394 4.801 1.621  -0.33
C23 -5.338 2.654 1.585  0.60
F8 -6.278 3.037 2.442  -0.32
C24 -5.326 1.353 1.108  0.34
F9 -6.258 0.485 1.504  -0.33
Ge1 -1.955 1.090 -1.355  0.31
S2 -1.290 -0.642 -0.104  -0.94
C25 -0.812 2.413 -2.213  0.54
C26 0.542 2.264 -2.451  -0.21
F10 1.170 1.114 -2.145  0.58
C27 1.304 3.257 -3.030  0.02
F11 2.614 3.085 -3.211  -0.31
C28 0.695 4.431 -3.433  0.66
F12 1.414 5.394 -3.997  -0.33
C29 -0.675 4.580 -3.290  0.13
F13 -1.276 5.680 -3.741  -0.31
C30 -1.404 3.562 -2.708  0.23
F14 -2.742 3.681 -2.685  -0.40
C31 -2.782 0.202 -2.918  0.37
C32 -1.989 -0.603 -3.715  -0.38
F15 -0.680 -0.749 -3.422  -0.21
C33 -2.458 -1.261 -4.835  -0.27
F16 -1.650 -2.033 -5.564  -0.30
C34 -3.782 -1.099 -5.201  0.78
F17 -4.257 -1.717 -6.277  -0.30
C35 -4.605 -0.280 -4.449  -0.06
F18 -5.875 -0.111 -4.810  -0.29
C36 -4.097 0.359 -3.330  0.35
F19 -4.939 1.149 -2.658  -0.31
C37 -1.555 -1.409 3.414  -1.93
C38 -0.510 -0.313 3.621  1.44
O1 -0.131 0.332 2.457  0.95
C39 0.687 -0.891 4.425  0.06
F20 1.442 0.061 5.005  -0.30
F21 0.285 -1.719 5.398  -0.31
F22 1.511 -1.590 3.628  -0.21
C40 -1.163 0.825 4.450  0.16
F23 -0.386 1.902 4.551  -0.20
F24 -1.443 0.406 5.700  -0.29
F25 -2.314 1.202 3.887  -0.20
H16 -1.086 -2.288 2.980  0.24
H17 -2.300 -1.030 2.720  0.20
H18 -2.032 -1.684 4.353  0.52

- HOMO level: -9.21 eV
- Kohn-Sham gap: 0.2749 Eh
- LUMO: -1.73 eV
- Calculated total energy: -199831.722 eV
- 2S+1: 1
- Energy above the lowest of the compared OMol25 structures with the same formula, charge and spin: 101.4 kJ/mol

=====

| no. | M (Da) |
| --- | --- |
| 1 | 554.73 |
| 2 | 1388.20 |